The following is a quantum chemistry calculation of 2 unconnected molecules or ions with the total composition C57H71N5O2S in a non-equilibrium geometry, from the Open Molecules 2025 dataset.

```
136
Properties=species:S:1:pos:R:3:forces:R:3
C -0.509 4.598 2.907 -0.38 0.27 -0.07
C 0.931 4.186 2.649 0.10 -0.30 -0.26
C 1.324 4.684 1.252 -0.04 0.10 -0.27
C 1.782 4.926 3.696 0.17 -0.12 0.28
C 1.260 2.664 2.756 -0.13 0.11 -0.02
C 2.609 2.369 2.531 0.28 -0.23 0.42
C 3.108 1.100 2.755 -0.22 0.14 -0.37
C 2.265 0.101 3.228 0.19 0.13 0.33
C 0.916 0.323 3.527 0.05 0.02 -0.21
C 0.254 -0.781 4.450 0.15 -0.07 -0.51
C -1.174 -1.238 4.187 -0.76 -0.26 0.17
C 0.339 -0.257 5.888 0.19 0.19 0.16
C 1.047 -2.100 4.357 0.31 -0.18 0.09
C 0.388 1.605 3.116 0.44 -0.14 -0.09
N -1.020 1.770 2.904 0.08 0.55 0.37
C -2.013 1.608 3.857 -0.81 -0.45 0.13
C -3.164 1.340 3.217 0.17 -0.01 0.69
N -2.937 1.426 1.847 -0.24 0.39 0.13
C -3.892 1.025 0.853 -0.51 -0.29 -0.05
C -3.634 -0.095 0.003 -0.02 -0.22 0.15
C -2.500 -1.181 0.092 -0.07 0.20 -0.22
C -2.117 -1.669 -1.316 -0.03 -0.21 -0.28
C -3.055 -2.356 0.908 -0.32 -0.15 0.11
C -1.167 -0.811 0.710 0.69 0.07 0.19
C -4.614 -0.419 -0.943 -0.05 0.17 -0.03
C -5.821 0.251 -1.027 0.05 0.06 0.19
C -6.103 1.238 -0.104 -0.03 -0.08 -0.19
C -5.150 1.690 0.817 0.01 0.12 -0.02
C -5.693 2.889 1.679 -0.11 -0.32 -0.31
C -6.287 3.954 0.737 -0.14 0.15 -0.27
C -4.735 3.666 2.574 0.11 0.49 0.37
C -6.824 2.319 2.550 -0.11 -0.07 0.20
C -1.644 1.877 1.658 1.08 -0.47 -1.60
C -1.027 2.197 0.465 -0.27 0.30 1.01
C -1.707 2.540 -0.763 -0.06 -0.07 -0.66
C -2.902 3.294 -0.774 0.21 -0.28 -0.14
C -3.658 3.416 -1.935 0.42 -0.02 -0.21
C -3.154 2.923 -3.147 -0.20 -0.07 0.18
C -1.905 2.294 -3.184 0.06 0.22 0.19
C -1.178 2.115 -2.007 -0.49 0.14 0.16
H -0.874 4.258 3.882 -0.01 0.00 -0.14
H -0.543 5.699 2.904 -0.02 -0.26 0.05
H -1.175 4.257 2.110 0.05 0.00 0.22
H 2.377 4.488 1.026 -0.20 0.12 0.03
H 0.713 4.187 0.489 0.10 0.19 0.11
H 1.157 5.768 1.184 0.02 -0.20 -0.01
H 2.856 4.765 3.549 -0.18 0.05 0.05
H 1.588 6.006 3.653 0.02 -0.23 -0.07
H 1.522 4.578 4.703 0.09 0.07 -0.12
H 3.290 3.158 2.209 -0.23 -0.29 0.17
H 4.161 0.884 2.583 -0.21 0.00 -0.06
H 2.719 -0.874 3.389 -0.22 0.35 0.11
H -1.312 -1.587 3.160 -0.04 0.09 0.27
H -1.373 -2.104 4.840 0.10 0.24 -0.17
H -1.939 -0.506 4.445 0.24 -0.23 -0.29
H 1.381 -0.037 6.151 -0.18 -0.01 0.01
H -0.240 0.667 6.012 0.12 -0.20 0.02
H -0.047 -1.007 6.591 0.05 0.13 -0.15
H 2.035 -2.029 4.825 -0.12 -0.09 -0.17
H 0.503 -2.900 4.878 0.14 0.30 -0.04
H 1.147 -2.414 3.309 0.07 0.04 0.22
H -1.812 1.652 4.915 0.02 -0.07 -0.19
H -4.126 1.065 3.615 0.05 0.09 -0.07
H -1.841 -0.812 -1.947 -0.09 -0.20 0.06
H -1.259 -2.349 -1.232 -0.28 0.22 0.02
H -2.914 -2.238 -1.807 0.21 0.11 0.01
H -3.320 -2.027 1.922 0.04 -0.08 -0.16
H -3.958 -2.771 0.444 0.12 0.06 0.09
H -2.302 -3.154 0.986 -0.15 0.21 -0.06
H -1.260 -0.440 1.728 0.08 0.06 -0.27
H -0.540 -1.716 0.742 -0.31 0.27 0.06
H -0.629 -0.078 0.101 -0.16 -0.16 0.18
H -4.471 -1.261 -1.614 0.07 0.27 0.18
H -6.544 -0.014 -1.797 0.09 -0.03 0.26
H -7.102 1.673 -0.110 0.40 -0.07 -0.07
H -7.099 3.576 0.110 0.18 0.11 0.09
H -6.693 4.785 1.331 0.10 -0.21 -0.13
H -5.507 4.355 0.078 -0.17 -0.02 0.14
H -4.577 3.193 3.548 0.19 0.12 -0.36
H -3.784 3.889 2.082 -0.05 -0.17 0.27
H -5.198 4.641 2.790 0.08 -0.27 -0.02
H -6.443 1.519 3.198 -0.10 0.14 -0.07
H -7.256 3.100 3.191 0.10 -0.09 -0.13
H -7.628 1.894 1.938 0.14 0.09 0.17
H 0.051 2.083 0.433 -0.01 0.16 0.12
H -3.199 3.781 0.154 -0.14 -0.27 -0.25
H -4.637 3.900 -1.904 0.35 -0.03 -0.08
H -3.742 3.044 -4.055 0.16 -0.08 0.14
H -1.499 1.940 -4.134 -0.12 0.12 0.27
H -0.203 1.626 -2.018 -0.25 -0.01 -0.04
C 5.192 -5.498 0.459 0.03 -0.05 0.13
N 3.804 -5.076 0.220 0.20 -0.49 0.05
C 3.515 -4.365 -0.972 1.26 -0.09 -1.09
O 4.425 -4.142 -1.778 -1.15 -0.34 1.42
C 2.134 -3.896 -1.125 0.22 0.06 -0.15
C 1.734 -2.988 -2.078 0.39 -0.31 0.00
C 2.446 -2.559 -3.260 -0.07 0.22 -0.82
C 3.260 -3.386 -4.074 0.18 0.36 0.42
C 4.075 -2.869 -5.065 -0.47 0.53 0.25
C 4.023 -1.475 -5.366 -0.46 -0.28 0.60
C 3.093 -0.652 -4.669 0.15 -0.65 0.12
C 2.313 -1.209 -3.670 0.16 -0.41 0.31
C 2.986 0.805 -4.992 -0.35 0.48 -0.17
C 4.245 1.346 -5.657 0.05 -0.04 0.11
C 4.661 0.422 -6.783 -0.18 0.04 -0.11
N 4.855 -0.933 -6.303 0.31 0.18 -0.17
C 5.633 -1.772 -7.192 -0.11 -0.16 -0.12
C 6.173 -2.986 -6.464 0.04 0.03 0.17
C 5.038 -3.757 -5.792 0.09 -0.55 -0.42
C 1.183 -4.268 -0.081 -1.84 0.81 0.52
O 0.069 -3.731 0.035 1.63 -1.15 -0.22
N 1.552 -5.302 0.794 0.00 0.07 0.70
C 0.561 -5.785 1.773 0.05 -0.09 0.06
C 2.869 -5.644 1.069 -0.13 0.35 -0.33
S 3.292 -6.640 2.348 -0.24 0.50 -0.71
H 5.849 -5.063 -0.292 -0.24 0.03 0.11
H 5.465 -5.191 1.475 0.10 -0.01 -0.32
H 5.237 -6.594 0.436 0.09 0.30 -0.10
H 0.773 -2.508 -1.892 0.14 -0.07 0.06
H 3.272 -4.460 -3.896 0.13 0.29 0.06
H 1.607 -0.583 -3.120 0.21 0.01 -0.14
H 2.772 1.366 -4.077 -0.03 -0.03 -0.13
H 2.134 0.961 -5.670 0.10 0.04 0.12
H 5.055 1.406 -4.922 -0.01 0.00 -0.06
H 4.075 2.348 -6.054 0.01 -0.04 0.07
H 5.606 0.746 -7.233 -0.16 0.01 0.07
H 3.894 0.435 -7.578 0.13 0.04 0.07
H 5.018 -2.089 -8.054 0.09 0.02 0.10
H 6.447 -1.154 -7.588 -0.07 -0.17 0.05
H 6.703 -3.623 -7.176 -0.02 0.00 0.10
H 6.895 -2.660 -5.708 -0.06 0.01 -0.07
H 5.454 -4.492 -5.093 -0.10 0.11 -0.12
H 4.495 -4.328 -6.560 0.09 0.05 0.10
H -0.438 -5.431 1.514 0.33 -0.01 -0.12
H 0.617 -6.879 1.781 -0.18 0.27 0.00
H 0.846 -5.444 2.779 -0.20 -0.02 -0.32
```
Forces are in eV/Å.

Its SMILES is CC(C)(C)c1cccc(C(C)(C)C)c1N1C=CN(c2c(C(C)(C)C)cccc2C(C)(C)C)C1=Cc1ccccc1.CN1C(=O)C(=Cc2cc3c4c(c2)CCCN4CCC3)C(=O)N(C)C1=S. The calculation puts the gap between HOMO and LUMO at 5.1714 eV. As for the net charge: 0. The relative energy (zero: lowest compared OMol25 entry of this formula, charge and spin) comes out at 0.0 kJ/mol.